1.
A cluster of 2 separate species, C6H14O in total at a distorted geometry. Source: the OMol25 dataset; level of theory: ωB97M-V/def2-TZVPD.

The geometry in XYZ format:
```
21
Properties=species:S:1:pos:R:3:forces:R:3
C -0.233590 -0.934069 -1.414648 -0.163 -0.388 0.142
C 0.057146 -0.693987 -0.132102 -1.226 0.177 -0.659
C 0.075918 -1.753994 0.962106 0.429 -0.954 -1.915
C 0.046727 0.712090 0.315948 0.666 2.083 0.572
C 1.347947 1.174902 1.036007 0.775 0.647 0.051
C 2.616969 0.406961 0.599650 1.200 -0.577 0.887
H -0.322756 -1.932677 -1.815585 0.025 -0.268 0.063
H -0.511621 -0.141167 -2.110275 0.508 0.016 0.216
H 0.741581 -1.530251 1.790465 -0.087 0.088 0.064
H -0.962732 -1.899435 1.278390 0.275 0.078 0.297
H 0.403853 -2.710585 0.458368 -0.298 0.781 0.813
H -0.854696 0.931961 0.864426 -0.262 -0.354 1.125
H -0.097863 1.527915 -0.414096 0.179 -1.149 -0.865
H 1.337195 1.260948 2.127284 -0.449 -0.617 -0.042
H 1.487213 2.228633 0.764385 -0.013 -0.158 -0.116
H 3.465324 0.982558 0.203858 -0.708 0.385 -0.354
H 2.426042 -0.411914 -0.087451 -0.145 0.110 -0.278
H 3.161914 -0.082227 1.437304 -0.773 0.127 -0.045
O -3.370024 0.879341 -1.212103 0.180 -0.081 0.212
H -2.752702 0.151925 -1.361517 -0.051 0.080 0.009
H -3.834270 1.003338 -2.040624 -0.061 -0.025 -0.176
```
Forces are in eV/Å.

Results
Kohn-Sham gap: 0.3753 hartree
HOMO level: -9.4 eV
ΔE to the lowest compared entry with this formula, charge and spin: 1.5623 eV
SMILES string: C=C(C)CCC.O
LUMO: 0.82 eV

2.
A structure of composition C51H54IrN6OSTe at a distorted geometry. Source: the OMol25 dataset; level of theory: ωB97M-V/def2-TZVPD.

The geometry in XYZ format:
```
115
Properties=species:S:1:pos:R:3:forces:R:3
Ir -0.628202 -1.911339 -0.764378 2.093 1.046 -1.870
N 6.113965 -1.336911 7.472890 -0.005 0.016 -0.015
C 5.526038 -1.378881 6.485871 0.108 0.029 0.109
C 4.787804 -1.448615 5.258535 -0.118 -0.069 -0.205
C 4.455038 -2.694385 4.728199 0.076 0.019 0.053
C 3.711215 -2.771500 3.563942 -0.080 0.032 0.018
C 3.283611 -1.615456 2.916504 -0.103 -0.027 0.043
C 3.648018 -0.375981 3.439019 0.051 -0.005 -0.066
C 4.392220 -0.284621 4.600177 0.076 -0.031 0.070
C 2.393126 -1.684471 1.713912 0.018 0.058 0.105
C 1.022392 -1.457730 2.024379 0.104 -0.251 -0.069
C 0.587461 -1.151782 3.340436 -0.114 0.063 -0.033
C -0.790275 -0.964554 3.309646 0.047 -0.027 0.024
C -1.171645 -1.179639 2.000128 0.077 -0.029 0.194
N -0.106104 -1.496663 1.221672 -0.939 -0.631 -0.600
C 3.119976 -1.959085 0.522941 0.166 0.067 0.075
C 4.446252 -2.412515 0.452412 -0.098 -0.019 -0.073
C 4.823917 -2.537275 -0.897503 -0.021 0.016 0.050
C 3.758745 -2.148727 -1.660983 0.067 -0.144 -0.190
N 2.756817 -1.791794 -0.799554 0.035 -0.114 0.005
H 4.779549 -3.590070 5.241013 -0.032 -0.017 -0.014
H 3.438872 -3.736346 3.154795 -0.020 -0.005 0.018
H 3.318310 0.522043 2.931398 0.001 0.006 0.010
H 4.669403 0.678408 5.007548 -0.031 0.010 0.000
H 1.201858 -1.084718 4.220491 0.113 0.032 -0.061
H -1.431351 -0.706549 4.136575 -0.025 0.024 -0.021
H -2.152190 -1.097588 1.578120 0.236 0.177 0.088
H 5.057906 -2.659813 1.300772 -0.005 0.060 0.042
H 5.776911 -2.878667 -1.264476 -0.014 0.011 -0.049
H 3.624396 -2.099371 -2.725943 -0.080 0.016 0.008
C -1.411272 -0.400876 -3.556336 -0.012 0.249 0.057
N -1.125213 -1.757298 -3.064577 0.538 -0.496 0.795
C -0.005765 -2.282872 -3.861621 0.186 0.022 -0.225
C -2.280489 -2.638566 -3.217453 -0.203 -0.236 0.001
C -3.343822 -2.312620 -2.196561 0.006 0.154 -0.298
N -2.865836 -2.507728 -0.816731 1.394 0.189 0.736
C -2.963195 -3.930159 -0.451445 -0.192 -0.215 0.068
C -3.736817 -1.757678 0.101054 -0.242 0.133 0.048
H -1.473731 -0.404087 -4.650031 -0.039 -0.096 0.016
H -0.623337 0.281614 -3.244943 -0.045 -0.031 -0.007
H -2.347473 -0.028941 -3.156571 0.013 0.039 0.063
H -0.287739 -2.347333 -4.919297 -0.055 0.057 0.027
H 0.293966 -3.261096 -3.501514 -0.066 -0.023 0.019
H 0.842954 -1.607707 -3.769760 -0.047 0.019 -0.001
H -1.932648 -3.664028 -3.075620 0.041 0.018 -0.027
H -2.707444 -2.565291 -4.226570 0.040 0.044 -0.005
H -4.219243 -2.946072 -2.376133 -0.034 0.030 0.120
H -3.660836 -1.274666 -2.297535 -0.013 -0.020 0.034
H -4.015526 -4.231223 -0.380965 -0.017 0.113 -0.007
H -2.474753 -4.100043 0.505209 -0.003 0.043 -0.022
H -2.478438 -4.547957 -1.195430 0.008 0.056 -0.010
H -4.785674 -2.013376 -0.082604 0.027 -0.033 -0.104
H -3.598026 -0.686891 -0.030748 -0.009 -0.055 0.007
H -3.500034 -2.027278 1.125172 -0.150 -0.133 -0.100
C -1.814988 8.180324 3.221219 0.036 -0.057 -0.045
C -1.569954 6.807218 2.654765 -0.031 0.030 0.022
C -2.617479 5.956544 2.347912 0.031 0.007 -0.012
C -2.402899 4.686690 1.812638 0.040 -0.071 0.047
C -3.616231 3.848530 1.502808 0.080 0.067 0.004
C -1.093076 4.245676 1.583076 -0.176 -0.253 -0.071
Te -0.703227 2.316869 0.632556 -0.149 0.921 0.548
N 0.055848 0.299902 -0.981749 -0.769 -1.156 -0.207
C 1.228706 0.053145 -1.267883 -0.311 1.063 0.119
O 1.546038 -1.374271 -1.273466 -0.965 -0.550 0.105
C 2.293768 0.942330 -1.797170 0.155 -0.237 -0.075
C 2.706202 2.073044 -1.103282 -0.052 -0.159 0.131
C 3.650286 2.921218 -1.660372 0.010 0.039 -0.008
C 4.185608 2.646127 -2.909933 -0.010 0.019 -0.049
C 3.767474 1.524849 -3.612992 -0.011 0.016 0.005
C 2.825524 0.674734 -3.057791 -0.006 0.077 0.048
C -1.332479 3.161260 -1.209829 0.122 -0.075 0.004
C -0.595521 4.218180 -1.732070 -0.016 0.006 -0.069
C -0.987721 4.851050 -2.902663 -0.017 0.003 0.007
C -2.126848 4.419426 -3.563996 0.019 0.007 -0.017
C -2.854332 3.353416 -3.056390 -0.028 0.013 -0.016
C -2.472142 2.710248 -1.881481 0.007 -0.046 0.052
C -3.288522 1.562156 -1.348318 0.002 0.155 -0.080
C -0.022492 5.088779 1.921319 0.143 -0.123 -0.029
C 1.416015 4.660427 1.748906 -0.074 0.060 0.027
C -0.274992 6.352661 2.437390 -0.032 -0.008 -0.002
H -2.868107 8.324544 3.459110 0.003 0.017 0.012
H -1.519844 8.951451 2.506735 -0.009 0.014 0.013
H -1.230704 8.333542 4.129644 -0.021 0.028 0.008
H -3.636540 6.283069 2.531054 0.001 -0.003 -0.004
H -4.413662 4.049204 2.219261 -0.013 0.032 -0.030
H -3.373199 2.788363 1.537008 -0.046 -0.019 0.007
H -3.993069 4.082814 0.502892 -0.004 -0.050 -0.011
H 2.275766 2.266362 -0.129956 0.010 0.083 0.010
H 3.968688 3.804737 -1.121796 0.004 -0.028 0.040
H 4.924523 3.307758 -3.343179 -0.004 0.010 0.015
H 4.173402 1.317731 -4.594715 -0.002 -0.015 0.005
H 2.487063 -0.191302 -3.612267 0.036 -0.012 -0.003
H 0.297563 4.552392 -1.219317 -0.005 0.009 0.034
H -0.406577 5.677065 -3.292581 0.004 -0.006 -0.004
H -2.448697 4.909921 -4.473967 -0.001 -0.011 -0.004
H -3.747696 3.022603 -3.575773 0.011 -0.026 0.006
H -4.005930 1.218937 -2.097912 0.008 -0.032 -0.004
H -3.851592 1.869290 -0.464594 0.023 -0.065 0.022
H -2.628017 0.743897 -1.057421 -0.025 -0.003 -0.037
H 1.562098 3.642712 2.108387 0.084 0.002 -0.027
H 2.083547 5.322116 2.301256 -0.018 0.019 -0.007
H 1.710671 4.687203 0.696527 0.020 -0.071 -0.003
H 0.560752 7.000601 2.683019 0.012 -0.029 0.025
S 0.453895 -4.075793 -1.174869 -1.006 0.549 0.496
C -0.365920 -5.531545 -0.618152 0.169 -0.206 0.109
C -0.383570 -5.855498 0.738794 -0.024 -0.024 -0.059
C -1.008348 -7.014516 1.172612 -0.014 0.022 0.048
C -1.627175 -7.861397 0.262205 -0.011 -0.009 -0.010
C -1.601128 -7.553308 -1.091024 -0.001 -0.028 -0.011
C -0.967939 -6.400040 -1.530383 0.098 -0.042 0.073
H 0.092244 -5.182925 1.441830 0.022 -0.006 0.012
H -1.004722 -7.262401 2.226572 -0.030 0.014 0.005
H -2.119437 -8.761773 0.605869 0.009 -0.008 -0.004
H -2.070572 -8.215361 -1.807989 0.006 -0.006 0.004
H -0.933946 -6.164169 -2.587593 0.007 0.014 0.000
```
Forces are in eV/Å.

Results
Kohn-Sham gap (spin up / spin down): 0.1771 / 0.2343 hartree
HOMO level (spin up / spin down): -5.7 / -7.2 eV
ΔE to the lowest compared entry with this formula, charge and spin: 3.6510 eV
spin multiplicity: 2
⟨S²⟩: 0.79
LUMO (spin up / spin down): -0.86 / -0.86 eV

3.
An isolated molecule of CH7N2PS2 at a distorted geometry. Source: the OMol25 dataset; level of theory: ωB97M-V/def2-TZVPD.

The geometry in XYZ format:
```
13
Properties=species:S:1:pos:R:3:forces:R:3
C -0.841284 -0.080597 2.055021 0.064 2.295 -1.678
N 0.477349 -0.076446 -1.942231 -0.499 -0.188 0.118
N 1.636604 -1.710838 -0.064472 -1.059 0.914 -1.052
P 0.942488 -0.145505 -0.359680 1.132 -0.667 -0.587
S 1.961801 1.429726 0.206665 0.317 -0.225 -0.027
S -1.385675 0.024950 0.322952 -1.741 -0.092 1.355
H 0.169678 0.266748 2.032184 0.916 -0.234 0.200
H -0.982599 -0.933151 2.603918 -0.174 -2.858 0.549
H -1.359397 0.623896 2.648131 -0.864 1.154 0.278
H -0.458276 -0.331307 -2.132392 -1.128 -0.370 0.215
H 0.892310 0.081089 -2.822680 1.439 0.359 -0.399
H 0.965407 -2.350558 0.361635 0.411 0.248 -0.007
H 2.441797 -1.546819 0.475876 1.187 -0.335 1.035
```
Forces are in eV/Å.

Results
Kohn-Sham gap (spin up / spin down): 0.2389 / 0.2054 hartree
HOMO level (spin up / spin down): -5.8 / -8.6 eV
ΔE to the lowest compared entry with this formula, charge and spin: 0.0000 eV
spin multiplicity: 3
⟨S²⟩: 2.01
LUMO (spin up / spin down): 0.67 / -3.02 eV

4.
A structure of composition C17H33Br3O8S4 at a distorted geometry. Source: the OMol25 dataset; level of theory: ωB97M-V/def2-TZVPD.

The geometry in XYZ format:
```
65
Properties=species:S:1:pos:R:3:forces:R:3
C -10.441724 -9.384758 -47.665204 -0.055 -1.660 0.411
Br -11.081795 -8.625145 -49.334590 0.258 -0.350 0.960
Br -8.882090 -10.577439 -47.903925 -0.434 0.708 -0.207
Br -11.785737 -10.570726 -46.712849 0.474 1.000 -0.821
H -10.128341 -8.653089 -46.927796 -0.333 0.195 -0.272
C -13.090188 0.708370 -43.894741 0.778 0.007 1.057
C -14.271345 -0.074819 -44.510314 1.781 -0.229 0.713
C -14.825793 -0.839594 -43.287457 -0.075 0.046 -1.206
S -13.369099 -1.500602 -42.410724 -0.055 0.250 -0.772
O -13.074721 -2.825077 -42.944860 -0.324 0.457 0.418
O -13.531797 -1.323283 -40.979765 0.146 -0.013 -0.700
C -12.204465 -0.320127 -43.153802 -0.130 -0.807 -0.327
H -13.399167 1.399902 -43.108076 -0.413 0.362 -0.394
H -12.460837 1.231358 -44.613571 -0.216 0.107 -0.067
H -13.812181 -0.788671 -45.198164 -0.195 -0.111 -0.141
H -14.910844 0.571123 -45.107572 -0.480 -0.130 0.472
H -15.366342 -1.723310 -43.623717 -0.429 0.143 0.447
H -15.377523 -0.118678 -42.687356 -0.126 -0.499 0.399
H -11.629594 -0.860505 -43.906860 -0.058 -0.358 0.190
H -11.511886 -0.086975 -42.346168 -0.184 0.721 -0.111
C -10.649465 -12.303882 -41.886932 -0.606 -0.462 0.673
C -11.950546 -11.844263 -42.627299 -0.023 -0.021 -1.127
C -12.452921 -12.969402 -43.583973 1.401 -0.413 1.212
S -12.146759 -14.465318 -42.590652 0.199 0.470 -1.032
O -11.588976 -15.477382 -43.473902 -0.402 0.199 0.726
O -13.326031 -14.721732 -41.798607 0.156 -0.168 0.051
C -10.783539 -13.802264 -41.514783 -1.294 -1.134 -1.333
H -10.581799 -11.690159 -40.988270 0.077 -0.149 0.127
H -9.732006 -12.093837 -42.434241 -0.177 -0.245 -0.351
H -11.695547 -11.013725 -43.287689 -0.068 0.267 0.229
H -12.698286 -11.499537 -41.914864 -0.085 -0.220 -0.003
H -11.743715 -13.018055 -44.410499 -0.098 -0.143 -0.104
H -13.466023 -13.066554 -43.966901 -0.111 0.539 0.354
H -10.074118 -14.554427 -41.860686 0.886 0.760 0.206
H -11.126681 -14.146966 -40.540135 0.158 0.778 0.298
C -13.023507 -6.629257 -42.054337 0.715 -1.688 2.126
C -12.527449 -8.130552 -41.710401 -0.987 1.531 -0.640
C -11.017342 -8.125418 -41.960112 -0.911 -0.713 -1.625
S -10.878690 -7.254844 -43.605689 -1.371 1.292 2.723
O -11.042118 -8.134490 -44.718317 0.138 -0.609 -0.488
O -9.743587 -6.396196 -43.482581 0.816 0.466 -0.462
C -12.448337 -6.299948 -43.359469 -0.096 -0.343 -2.806
H -12.615423 -6.030023 -41.240201 -0.380 0.398 -0.094
H -14.110389 -6.606785 -42.098843 0.053 0.208 0.306
H -13.097696 -8.747073 -42.408202 0.528 -0.379 -0.215
H -12.890695 -8.442653 -40.732176 0.482 0.174 0.218
H -10.620482 -9.112122 -42.200331 0.130 -0.057 0.397
H -10.416649 -7.597380 -41.225001 -0.067 0.052 -0.098
H -13.132040 -6.703297 -44.113687 0.210 -0.500 -0.100
H -12.423332 -5.271882 -43.722610 0.773 0.255 0.769
C -9.814101 -5.069370 -39.436035 1.396 -0.029 0.633
C -11.274897 -4.833599 -39.075488 -0.022 1.546 0.958
C -11.711982 -3.613847 -39.874746 -0.148 0.546 -1.348
S -10.287203 -2.427528 -39.875584 -0.739 -2.649 0.461
O -10.216871 -1.908704 -38.535370 -0.211 1.354 -0.020
O -10.187056 -1.678446 -41.115939 -0.248 0.248 0.989
C -9.102886 -3.753805 -39.880067 -0.606 -0.249 -2.019
H -9.704701 -5.828682 -40.209723 -0.032 0.251 -0.239
H -9.242467 -5.455600 -38.590749 -0.266 -0.152 0.139
H -11.343251 -4.537587 -38.026183 0.104 -0.156 0.111
H -11.927820 -5.699890 -39.167934 0.090 0.007 -0.388
H -12.603620 -3.048357 -39.610011 0.082 -0.187 0.476
H -11.870743 -3.885266 -40.921624 0.150 0.114 -0.146
H -8.180582 -3.389050 -39.434584 -0.116 -0.405 0.377
H -8.967622 -3.820495 -40.962522 0.594 -0.224 0.031
```
Forces are in eV/Å.

Results
Kohn-Sham gap: 0.3630 hartree
HOMO level: -10.1 eV
ΔE to the lowest compared entry with this formula, charge and spin: 1.3474 eV
LUMO: -0.22 eV

The lowest ΔE to the lowest compared entry with this formula, charge and spin belongs to which entry?
CH7N2PS2

Which formula does entry 4 have?
C17H33Br3O8S4

Which of these has the lowest ΔE to the lowest compared entry with this formula, charge and spin?
CH7N2PS2